(1)
Below is a 12-piece molecular cluster, C75H61NO26 overall in a non-equilibrium geometry, with properties calculated with ωB97M-V/def2-TZVPD.

## Properties
HOMO (eV): -9.69
SMILES: [H]/N=C(\C)COC(=O)OCCCCOC.O=C1C=CC(=O)C=C1.O=C1C=CC(=O)C=C1.O=C1C=CC(=O)C=C1.O=C1C=CC(=O)C=C1.O=C1C=CC(=O)C=C1.O=C1C=CC(=O)C=C1.O=C1C=CC(=O)C=C1.O=C1C=CC(=O)C=C1.O=C1C=CC(=O)C=C1.O=C1C=CC(=O)C=C1.O=C1C=CC(=O)C=C1
Molar mass (g mol⁻¹): 1392.29
Energy (hartree): -4905.0873
Kohn-Sham gap (eV): 7.7
LUMO energy (eV): -1.99

The geometry in ORCA input format:
```
! RIJCOSX wB97M-V def2-TZVPD def2/J DEFGRID3
* xyz 0 1
H 8.124 2.254 1.563
N 7.485 1.475 1.312
C 6.754 1.834 0.295
C 6.958 3.268 -0.386
C 5.651 0.876 -0.367
O 4.467 1.691 -0.502
C 3.333 0.885 -0.779
O 3.535 -0.237 -1.253
O 2.103 1.475 -0.532
C 1.100 0.500 -0.156
C 1.081 0.155 1.408
C 0.760 1.432 2.322
C 2.040 2.399 2.484
O 2.489 2.432 3.867
C 3.366 1.316 4.139
H 6.514 4.115 0.234
H 6.467 3.322 -1.420
H 8.072 3.511 -0.483
H 6.097 0.526 -1.351
H 5.494 -0.004 0.325
H 0.087 0.992 -0.370
H 1.111 -0.458 -0.757
H 2.010 -0.415 1.745
H 0.187 -0.551 1.550
H -0.090 2.060 1.878
H 0.446 1.070 3.357
H 1.838 3.450 2.089
H 2.899 1.996 1.839
H 2.785 0.338 4.198
H 4.187 1.204 3.343
H 3.924 1.544 5.111
O 3.819 -3.709 -3.850
C 3.323 -2.910 -4.621
C 2.799 -3.338 -5.937
C 2.258 -2.462 -6.783
C 2.157 -1.026 -6.442
O 1.660 -0.228 -7.215
C 2.681 -0.599 -5.128
C 3.222 -1.475 -4.281
H 2.880 -4.392 -6.170
H 1.870 -2.757 -7.750
H 2.600 0.455 -4.895
H 3.610 -1.179 -3.315
O -1.985 0.087 4.259
C -2.561 1.119 4.553
C -1.810 2.331 4.948
C -2.441 3.460 5.272
C -3.916 3.548 5.249
O -4.491 4.581 5.544
C -4.668 2.337 4.855
C -4.037 1.208 4.530
H -0.730 2.249 4.959
H -1.908 4.356 5.565
H -5.744 2.419 4.844
H -4.570 0.313 4.239
O -0.588 -6.417 3.085
C -0.619 -5.529 2.255
C 0.623 -4.900 1.757
C 0.588 -3.926 0.848
C -0.693 -3.434 0.299
O -0.725 -2.545 -0.532
C -1.934 -4.062 0.797
C -1.900 -5.037 1.705
H 1.553 -5.273 2.169
H 1.488 -3.453 0.472
H -2.863 -3.689 0.385
H -2.799 -5.509 2.080
O 9.103 4.795 2.943
C 8.844 4.268 4.009
C 9.413 2.952 4.372
C 9.128 2.373 5.538
C 8.232 3.023 6.519
O 7.974 2.495 7.583
C 7.663 4.339 6.156
C 7.948 4.917 4.990
H 10.068 2.491 3.643
H 9.535 1.410 5.820
H 7.008 4.800 6.885
H 7.541 5.880 4.707
O -0.950 4.904 8.011
C -1.745 5.451 8.752
C -2.821 6.316 8.221
C -3.690 6.916 9.035
C -3.617 6.741 10.501
O -4.411 7.287 11.242
C -2.541 5.877 11.032
C -1.672 5.276 10.219
H -2.862 6.432 7.145
H -4.484 7.552 8.664
H -2.501 5.760 12.108
H -0.878 4.640 10.590
O 4.872 0.075 -7.898
C 4.851 0.958 -8.735
C 6.100 1.571 -9.236
C 6.077 2.539 -10.151
C 4.801 3.041 -10.707
O 4.780 3.923 -11.544
C 3.551 2.428 -10.206
C 3.575 1.459 -9.290
H 7.025 1.192 -8.820
H 6.982 2.999 -10.528
H 2.626 2.807 -10.622
H 2.671 0.998 -8.912
O 12.691 0.589 -13.466
C 11.901 1.151 -12.733
C 10.839 2.025 -13.276
C 9.974 2.643 -12.471
C 10.039 2.479 -11.003
O 9.248 3.042 -10.269
C 11.101 1.605 -10.460
C 11.966 0.987 -11.265
H 10.805 2.134 -14.352
H 9.191 3.288 -12.850
H 11.135 1.496 -9.383
H 12.749 0.342 -10.885
O -1.729 -5.932 -1.473
C -2.478 -5.936 -2.432
C -3.249 -7.142 -2.799
C -4.067 -7.146 -3.851
C -4.240 -5.943 -4.695
O -4.987 -5.947 -5.653
C -3.468 -4.736 -4.327
C -2.650 -4.732 -3.274
H -3.112 -8.013 -2.171
H -4.638 -8.022 -4.135
H -3.606 -3.865 -4.955
H -2.078 -3.858 -2.989
O 1.013 -12.609 -2.105
C -0.090 -12.108 -2.190
C -0.741 -11.901 -3.503
C -1.950 -11.349 -3.595
C -2.694 -10.921 -2.391
O -3.799 -10.419 -2.476
C -2.044 -11.128 -1.079
C -0.834 -11.680 -0.986
H -0.183 -12.220 -4.374
H -2.441 -11.189 -4.547
H -2.602 -10.808 -0.207
H -0.344 -11.839 -0.034
O -6.921 1.062 3.718
C -8.125 1.137 3.551
C -8.957 -0.077 3.408
C -10.274 0.006 3.223
C -10.959 1.315 3.155
O -12.161 1.390 2.988
C -10.127 2.528 3.298
C -8.810 2.445 3.483
H -8.440 -1.027 3.461
H -10.899 -0.872 3.116
H -10.645 3.478 3.245
H -8.185 3.323 3.590
O -18.043 2.417 5.627
C -16.867 2.722 5.643
C -16.387 3.890 6.414
C -15.097 4.225 6.429
C -14.091 3.443 5.678
O -12.913 3.749 5.694
C -14.570 2.276 4.907
C -15.861 1.941 4.891
H -17.136 4.450 6.959
H -14.728 5.076 6.988
H -13.820 1.717 4.362
H -16.229 1.090 4.333
*
```


(2)
Below is a 12-piece molecular cluster, C75H84F9N15O18S3 overall in a non-equilibrium geometry, with properties calculated with ωB97M-V/def2-TZVPD.

## Properties
HOMO (eV): -17.19
Molar mass (g mol⁻¹): 1750.77
Energy (hartree): -7174.8843
Kohn-Sham gap (eV): 5.1
LUMO energy (eV): -12.12

The geometry in ORCA input format:
```
! RIJCOSX wB97M-V def2-TZVPD def2/J DEFGRID3
* xyz 6 1
C -0.107 9.561 2.931
N 0.193 8.463 2.004
C 1.454 8.281 1.572
C 1.694 7.291 0.666
C 0.658 6.461 0.203
C -0.651 6.692 0.684
C -0.839 7.764 1.537
C 0.935 5.336 -0.737
C 0.124 5.284 -1.888
C 0.266 4.222 -2.773
N 1.159 3.248 -2.523
C 2.027 3.381 -1.475
C 1.883 4.352 -0.497
C 1.137 2.067 -3.429
H -0.307 9.060 3.896
H -0.960 10.159 2.561
H 0.802 10.193 3.006
H 2.212 8.909 1.978
H 2.697 7.126 0.327
H -1.494 6.096 0.399
H -1.775 7.965 2.003
H -0.646 5.999 -2.193
H -0.421 4.121 -3.614
H 2.687 2.540 -1.318
H 2.552 4.327 0.352
H 1.482 1.265 -2.774
H 1.733 2.223 -4.295
H 0.121 1.946 -3.787
C -3.854 3.007 9.208
N -4.207 2.788 7.787
C -5.496 2.736 7.468
C -5.929 2.641 6.122
C -4.953 2.593 5.178
C -3.618 2.665 5.553
C -3.260 2.757 6.865
C -5.194 2.571 3.751
C -5.196 3.833 3.172
C -5.244 3.949 1.802
N -5.245 2.828 1.040
C -5.214 1.611 1.601
C -5.150 1.433 2.991
C -5.333 2.816 -0.395
H -4.017 4.068 9.436
H -2.848 2.626 9.380
H -4.571 2.442 9.789
H -6.203 2.846 8.309
H -6.971 2.585 5.895
H -2.883 2.626 4.815
H -2.255 2.903 7.235
H -5.181 4.742 3.802
H -5.299 4.907 1.293
H -5.254 0.729 0.951
H -5.152 0.438 3.390
H -5.551 3.808 -0.735
H -6.115 2.094 -0.633
H -4.373 2.431 -0.765
C 2.653 3.354 4.077
N 2.243 1.941 4.271
C 2.252 1.396 5.477
C 1.790 0.112 5.691
C 1.257 -0.605 4.621
C 1.335 -0.099 3.365
C 1.788 1.239 3.214
C 0.563 -1.884 4.858
C -0.794 -2.069 4.593
C -1.415 -3.193 5.047
N -0.795 -4.101 5.896
C 0.505 -4.009 6.001
C 1.253 -2.901 5.548
C -1.560 -5.190 6.531
H 3.740 3.354 4.200
H 2.064 3.873 4.836
H 2.222 3.679 3.104
H 2.606 1.983 6.294
H 1.833 -0.203 6.724
H 1.045 -0.684 2.448
H 1.772 1.765 2.298
H -1.298 -1.445 3.881
H -2.439 -3.449 4.916
H 0.958 -4.799 6.627
H 2.307 -2.752 5.759
H -2.325 -5.447 5.806
H -2.024 -4.775 7.430
H -0.802 -5.937 6.753
C 0.743 -1.742 -6.501
N 1.033 -2.545 -5.366
C 1.729 -3.723 -5.465
C 2.004 -4.475 -4.359
C 1.606 -4.004 -3.067
C 0.858 -2.824 -2.975
C 0.609 -2.105 -4.134
C 1.792 -4.765 -1.773
C 2.237 -6.100 -1.782
C 2.446 -6.771 -0.644
N 2.251 -6.207 0.567
C 1.784 -4.958 0.642
C 1.582 -4.186 -0.527
C 2.680 -6.989 1.758
H 0.835 -2.310 -7.411
H 1.481 -0.945 -6.569
H -0.255 -1.356 -6.407
H 2.066 -4.014 -6.444
H 2.661 -5.357 -4.549
H 0.532 -2.445 -2.013
H 0.076 -1.179 -4.138
H 2.395 -6.624 -2.726
H 2.733 -7.768 -0.613
H 1.722 -4.476 1.629
H 1.334 -3.108 -0.405
H 2.126 -6.558 2.601
H 3.758 -6.893 1.726
H 2.360 -7.996 1.529
C 8.104 -4.904 1.413
N 7.834 -4.049 0.230
C 8.219 -4.421 -0.969
C 8.179 -3.539 -2.064
C 7.640 -2.282 -1.891
C 7.150 -1.939 -0.613
C 7.259 -2.814 0.416
C 7.495 -1.352 -3.093
C 7.567 -1.878 -4.395
C 7.438 -1.027 -5.468
N 7.211 0.305 -5.251
C 7.225 0.828 -4.025
C 7.356 0.019 -2.932
C 7.161 1.139 -6.453
H 8.551 -5.829 1.044
H 7.190 -5.109 1.940
H 8.808 -4.340 2.004
H 8.688 -5.388 -1.000
H 8.542 -3.902 -3.039
H 6.706 -1.013 -0.299
H 7.057 -2.552 1.439
H 7.608 -2.927 -4.647
H 7.396 -1.395 -6.505
H 7.205 1.898 -3.932
H 7.428 0.443 -1.960
H 6.693 0.613 -7.299
H 8.220 1.323 -6.667
H 6.692 2.104 -6.227
C -5.664 -1.880 -8.932
N -5.413 -2.158 -7.539
C -5.961 -1.505 -6.482
C -5.629 -1.967 -5.213
C -4.753 -3.075 -5.054
C -4.099 -3.613 -6.181
C -4.487 -3.129 -7.405
C -4.280 -3.471 -3.729
C -4.441 -4.757 -3.261
C -3.849 -5.019 -2.030
N -3.242 -4.093 -1.268
C -3.121 -2.841 -1.735
C -3.581 -2.541 -2.998
C -2.601 -4.526 -0.038
H -4.693 -1.827 -9.414
H -6.143 -0.912 -9.123
H -6.323 -2.654 -9.327
H -6.594 -0.631 -6.635
H -6.072 -1.473 -4.352
H -3.467 -4.482 -6.083
H -4.133 -3.516 -8.385
H -4.932 -5.612 -3.792
H -3.950 -6.084 -1.734
H -2.599 -2.171 -1.070
H -3.542 -1.519 -3.350
H -3.290 -5.113 0.545
H -2.278 -3.594 0.380
H -1.728 -5.094 -0.312
C -1.561 5.930 5.638
F -2.898 5.605 5.759
F -1.520 7.230 5.240
F -0.971 5.665 6.789
S -0.848 4.914 4.218
O 0.389 5.570 3.829
O -0.623 3.627 4.867
O -1.941 5.027 3.286
C -3.275 1.093 -4.707
F -4.395 0.391 -4.371
F -3.638 2.222 -5.249
F -2.606 1.320 -3.599
S -2.237 0.053 -5.921
O -3.015 -0.041 -7.122
O -0.948 0.725 -6.040
O -2.093 -1.221 -5.210
C -0.944 0.987 0.482
F -0.740 2.252 0.177
F -0.955 0.838 1.839
F -2.172 0.715 0.088
S 0.399 -0.071 -0.309
O 0.140 0.042 -1.725
O 1.646 0.554 0.016
O 0.224 -1.411 0.248
N -2.921 4.972 -1.669
O -2.278 4.731 -0.631
O -2.345 5.373 -2.704
O -4.137 4.775 -1.706
N -3.535 -1.862 1.707
O -4.101 -1.854 2.764
O -2.325 -1.951 1.645
O -4.167 -1.815 0.636
N 4.169 -2.924 1.621
O 4.890 -3.912 1.516
O 3.207 -2.942 2.397
O 4.408 -1.894 0.994
*
```